Entry 1:
A cluster of 3 separate species, C23H24N7O4S in total at a distorted geometry. Source: the OMol25 dataset; level of theory: wB97M-V/def2-TZVPD.

Each line ends with the Löwdin charge.
Element x y z (Å)
N -2.16374 -3.12966 5.51664  0.103
N -1.13990 -3.41108 4.57887  0.054
C -1.16160 -2.98345 3.35034  -0.323
N -0.07801 -3.21944 2.48760  0.150
C -0.70671 -3.06332 1.11164  -0.231
C 0.30426 -2.72664 0.02571  -0.070
C 0.35779 -3.67209 -1.15772  -0.209
C 1.12726 -3.28520 -2.25228  -0.045
C 1.25954 -4.09584 -3.36566  -0.056
C 0.61110 -5.32385 -3.41782  -0.074
C -0.17896 -5.71674 -2.34899  -0.076
C -0.29866 -4.89565 -1.23199  -0.056
C -1.78871 -2.02189 1.36319  -0.269
N -2.87990 -2.01565 0.41092  0.115
C -3.62783 -2.98219 0.37596  -0.767
S -4.43292 -4.30469 0.17722  0.821
N -2.14778 -2.25578 2.79039  0.179
H -3.06482 -3.24994 5.06221  0.093
H -2.12161 -3.85403 6.22721  0.112
H -0.33944 -3.93097 4.90712  0.181
H 0.06284 -4.22625 2.57033  0.152
H -1.24877 -4.00116 0.96767  0.120
H 0.13778 -1.70137 -0.31300  0.122
H 1.28786 -2.71873 0.50104  0.133
H 1.64581 -2.33746 -2.27505  0.089
H 1.86653 -3.78806 -4.20632  0.114
H 0.70118 -5.98539 -4.26863  0.108
H -0.69729 -6.66605 -2.35791  0.106
H -0.93017 -5.25237 -0.42690  0.087
H -1.37911 -1.01119 1.35766  0.158
H -3.07789 -2.59095 3.01824  0.151
C -1.17450 2.81303 -2.27276  -0.061
C 0.07303 3.40375 -2.42248  -0.053
C 1.16535 2.63640 -2.79666  0.008
C 0.98129 1.28470 -3.01997  -0.140
C -0.25373 0.67431 -2.87217  -0.014
C -1.33712 1.44963 -2.49305  -0.072
N 2.13026 0.46700 -3.43822  -0.338
O 3.20928 1.00500 -3.53400  0.105
O 1.92239 -0.71496 -3.66108  0.040
H -2.02560 3.41785 -1.98768  0.109
H 0.19392 4.46390 -2.25855  0.087
H 2.13534 3.09462 -2.91550  0.114
H -0.37078 -0.38460 -3.05516  0.114
H -2.31091 0.99240 -2.37841  0.105
C 1.07247 6.40015 3.26833  -0.068
C 0.47972 7.23162 2.32718  -0.060
C 0.72673 7.04021 0.97732  0.001
C 1.56630 6.00939 0.59507  -0.145
C 2.17027 5.17285 1.51645  -0.003
C 1.91830 5.37524 2.86364  -0.066
N 1.81926 5.79289 -0.83648  -0.348
O 1.29223 6.55076 -1.62642  0.079
O 2.53461 4.86118 -1.15105  0.070
H 0.87573 6.55258 4.32133  0.109
H -0.17559 8.03094 2.64424  0.111
H 0.27319 7.68358 0.23817  0.121
H 2.82713 4.37980 1.19146  0.119
H 2.38330 4.73285 3.59876  0.108

Output
Net charge: +1
Frontier orbital gap: 8.31 eV

***

Entry 2:
A structure of composition C23H25BrF6N2O5S2Sn. Source: the OMol25 dataset; level of theory: wB97M-V/def2-TZVPD.

Each line ends with the Löwdin charge.
Element x y z (Å)
Sn -1.27577 1.56808 -1.56155  1.296
C 0.02004 0.46348 6.10933  -0.047
C -1.14560 -0.35078 5.53096  -0.559
C -1.01380 -1.79200 6.02388  -0.065
C -2.47225 0.21889 6.05172  -0.046
C -1.12358 -0.25876 4.00700  -0.171
C -1.21570 0.98272 3.39449  -0.095
C -1.21232 1.07723 2.01985  -0.533
Br -1.31858 2.84885 1.28330  0.750
C -1.12405 -0.03958 1.17592  -0.340
O -1.14603 0.11646 -0.15655  -0.399
C -1.00829 -1.30320 1.77894  -0.077
C -1.01689 -1.36164 3.17505  0.019
C -0.87005 -2.64526 1.04618  -0.528
C -2.05454 -3.54612 1.43510  -0.042
C -0.85189 -2.56400 -0.47772  -0.068
C 0.44471 -3.31267 1.48333  -0.042
H 0.01821 0.40181 7.19988  0.085
H -0.04930 1.51657 5.83479  0.076
H 0.97564 0.08215 5.74520  0.091
H -1.03166 -1.80403 7.11479  0.086
H -0.07378 -2.24376 5.70131  0.088
H -1.83770 -2.41578 5.67186  0.087
H -2.50116 0.17235 7.14275  0.085
H -3.31734 -0.35073 5.66112  0.091
H -2.60437 1.26055 5.75728  0.077
H -1.29290 1.88790 3.98225  0.099
H -0.93668 -2.33874 3.62829  0.091
H -2.99940 -3.08081 1.14864  0.093
H -2.08815 -3.74976 2.50585  0.075
H -1.97484 -4.50273 0.91445  0.086
H -1.78309 -2.15827 -0.86590  0.079
H -0.73438 -3.57517 -0.87349  0.090
H -0.02869 -1.95840 -0.85391  0.084
H 0.47985 -3.50574 2.55589  0.075
H 1.29760 -2.68277 1.22401  0.093
H 0.55887 -4.26859 0.96793  0.086
F -1.74022 -2.67131 -3.63275  0.150
C -1.92279 -1.47340 -4.17456  -0.663
F -2.78613 -0.78920 -3.41162  0.110
F -2.44839 -1.62924 -5.38436  0.154
S -0.29693 -0.57615 -4.29279  0.589
O -0.12635 0.04297 -2.97203  -0.468
O 0.64902 -1.58237 -4.63061  -0.240
N -0.47243 0.46156 -5.43647  -0.284
S -1.03706 1.90994 -5.14269  0.546
O -0.06422 2.80573 -4.58834  -0.301
O -2.33824 1.89411 -4.53028  -0.345
C -1.31406 2.45472 -6.88354  -0.688
F -2.19636 1.66301 -7.48162  0.151
F -1.79180 3.69769 -6.86113  0.145
F -0.17388 2.44452 -7.56874  0.146
N 1.08947 1.86723 -1.35140  0.125
C 2.13021 2.13086 -1.75346  -0.074
C 3.40812 2.44138 -2.30126  -0.204
C 3.73519 1.91526 -3.55273  0.000
C 4.97062 2.21287 -4.09996  -0.055
C 5.86283 3.02117 -3.40866  -0.061
C 5.52942 3.54065 -2.16450  -0.066
C 4.29911 3.25442 -1.60109  -0.019
H 3.02463 1.29084 -4.07770  0.126
H 5.23693 1.81406 -5.06907  0.113
H 6.82694 3.24946 -3.84347  0.110
H 6.23040 4.17026 -1.63379  0.110
H 4.02383 3.65119 -0.63357  0.122

Output
Frontier orbital gap: 7.72 eV

***

Entry 3:
A structure of composition C23H25CuN5O2S2. Source: the OMol25 dataset; level of theory: wB97M-V/def2-TZVPD.

Each line ends with the Löwdin charge.
Element x y z (Å)
Cu 0.70806 -0.67308 -1.25570  0.505
C 2.25820 3.29437 2.96069  -0.092
C 0.83380 2.92168 2.57434  -0.278
N 0.62623 1.48993 2.44677  -0.013
C 1.03782 0.73236 1.40531  -0.790
S 1.53062 1.45495 -0.06317  0.703
N 1.03259 -0.58674 1.69622  0.003
N 1.17042 -1.32697 0.57824  -0.068
C 1.61778 -2.53022 0.68520  -0.254
C 2.05420 -3.10183 1.98759  -0.024
C 1.64907 -3.28983 -0.58459  -0.185
C 2.20405 -4.55674 -0.71319  -0.002
C 2.18203 -5.17940 -1.94855  -0.050
C 1.59442 -4.54195 -3.02845  -0.047
C 1.05780 -3.28416 -2.82351  -0.087
N 1.08981 -2.67705 -1.63955  0.065
H 2.39229 4.37782 2.92911  0.072
H 2.49585 2.95016 3.97037  0.070
H 2.96596 2.84507 2.26290  0.057
H 0.12524 3.27490 3.32596  0.100
H 0.56255 3.38156 1.62553  0.087
H 0.48473 0.95961 3.29278  0.102
H 2.53607 -2.32314 2.57648  0.076
H 1.19156 -3.44946 2.56334  0.091
H 2.74006 -3.93633 1.85908  0.064
H 2.64375 -5.04917 0.14060  0.104
H 2.62034 -6.16270 -2.06539  0.112
H 1.55197 -5.00047 -4.00591  0.107
H 0.58128 -2.73402 -3.62360  0.118
C 0.67194 0.41315 -5.34903  -0.011
C 0.22677 0.40541 -3.90808  -0.340
O 0.97596 -0.25155 -3.13726  -0.072
C -0.95137 1.10362 -3.50911  -0.096
C -1.59881 1.95119 -4.45897  -0.055
C -2.71773 2.65873 -4.15572  -0.103
C -3.26503 2.54167 -2.84802  -0.079
C -2.69797 1.73813 -1.91196  -0.003
C -1.51854 0.96474 -2.19467  -0.343
O -1.07178 0.20702 -1.28417  -0.153
H 1.52103 -0.25700 -5.45137  0.084
H 0.97960 1.41526 -5.65294  0.093
H -0.13429 0.09816 -6.01145  0.090
H -1.17472 2.05070 -5.44921  0.099
H -3.17980 3.30235 -4.89109  0.093
H -4.15394 3.10830 -2.59272  0.102
H -3.10351 1.63535 -0.91304  0.104
S -2.46423 -0.96927 1.45501  0.648
C -2.28382 0.01520 2.76782  -0.823
N -1.51796 -0.38619 3.83959  0.025
C -1.25464 0.35479 4.95144  -0.115
C -1.75770 1.60124 5.07852  -0.090
C -2.56394 2.09698 4.01254  -0.075
C -2.81475 1.34662 2.91282  -0.089
H -1.12468 -1.31238 3.74110  0.123
H -0.62578 -0.11503 5.69449  0.126
H -1.54920 2.18800 5.95978  0.102
H -2.97624 3.09653 4.08203  0.110
H -3.41342 1.71910 2.09476  0.101

Output
Energy above the lowest of the compared OMol25 structures with the same formula, charge and spin: 54.90 kJ/mol
Frontier orbital gap (alpha / beta): 7.07 / 6.91 eV
Spin multiplicity: 2

***

What did the second record say?
A structure of composition C23H25BrF6N2O5S2Sn. Source: the OMol25 dataset; level of theory: wB97M-V/def2-TZVPD.

Each line ends with the Löwdin charge.
Element x y z (Å)
Sn -1.27577 1.56808 -1.56155  1.296
C 0.02004 0.46348 6.10933  -0.047
C -1.14560 -0.35078 5.53096  -0.559
C -1.01380 -1.79200 6.02388  -0.065
C -2.47225 0.21889 6.05172  -0.046
C -1.12358 -0.25876 4.00700  -0.171
C -1.21570 0.98272 3.39449  -0.095
C -1.21232 1.07723 2.01985  -0.533
Br -1.31858 2.84885 1.28330  0.750
C -1.12405 -0.03958 1.17592  -0.340
O -1.14603 0.11646 -0.15655  -0.399
C -1.00829 -1.30320 1.77894  -0.077
C -1.01689 -1.36164 3.17505  0.019
C -0.87005 -2.64526 1.04618  -0.528
C -2.05454 -3.54612 1.43510  -0.042
C -0.85189 -2.56400 -0.47772  -0.068
C 0.44471 -3.31267 1.48333  -0.042
H 0.01821 0.40181 7.19988  0.085
H -0.04930 1.51657 5.83479  0.076
H 0.97564 0.08215 5.74520  0.091
H -1.03166 -1.80403 7.11479  0.086
H -0.07378 -2.24376 5.70131  0.088
H -1.83770 -2.41578 5.67186  0.087
H -2.50116 0.17235 7.14275  0.085
H -3.31734 -0.35073 5.66112  0.091
H -2.60437 1.26055 5.75728  0.077
H -1.29290 1.88790 3.98225  0.099
H -0.93668 -2.33874 3.62829  0.091
H -2.99940 -3.08081 1.14864  0.093
H -2.08815 -3.74976 2.50585  0.075
H -1.97484 -4.50273 0.91445  0.086
H -1.78309 -2.15827 -0.86590  0.079
H -0.73438 -3.57517 -0.87349  0.090
H -0.02869 -1.95840 -0.85391  0.084
H 0.47985 -3.50574 2.55589  0.075
H 1.29760 -2.68277 1.22401  0.093
H 0.55887 -4.26859 0.96793  0.086
F -1.74022 -2.67131 -3.63275  0.150
C -1.92279 -1.47340 -4.17456  -0.663
F -2.78613 -0.78920 -3.41162  0.110
F -2.44839 -1.62924 -5.38436  0.154
S -0.29693 -0.57615 -4.29279  0.589
O -0.12635 0.04297 -2.97203  -0.468
O 0.64902 -1.58237 -4.63061  -0.240
N -0.47243 0.46156 -5.43647  -0.284
S -1.03706 1.90994 -5.14269  0.546
O -0.06422 2.80573 -4.58834  -0.301
O -2.33824 1.89411 -4.53028  -0.345
C -1.31406 2.45472 -6.88354  -0.688
F -2.19636 1.66301 -7.48162  0.151
F -1.79180 3.69769 -6.86113  0.145
F -0.17388 2.44452 -7.56874  0.146
N 1.08947 1.86723 -1.35140  0.125
C 2.13021 2.13086 -1.75346  -0.074
C 3.40812 2.44138 -2.30126  -0.204
C 3.73519 1.91526 -3.55273  0.000
C 4.97062 2.21287 -4.09996  -0.055
C 5.86283 3.02117 -3.40866  -0.061
C 5.52942 3.54065 -2.16450  -0.066
C 4.29911 3.25442 -1.60109  -0.019
H 3.02463 1.29084 -4.07770  0.126
H 5.23693 1.81406 -5.06907  0.113
H 6.82694 3.24946 -3.84347  0.110
H 6.23040 4.17026 -1.63379  0.110
H 4.02383 3.65119 -0.63357  0.122

Output
Frontier orbital gap: 7.72 eV